Density functional theory data (ωB97M-V with the def2-TZVPD basis set) for a structure of composition C3H11N3O.

Relative energy (zero: lowest compared OMol25 entry of this formula, charge and spin) ... 430.5 kJ/mol
Orbital gap ... 8.380 eV

Geometry as XYZ:
```
18
Properties=species:S:1:pos:R:3:forces:R:3:mulliken_charge:R:1
C -1.028 -0.981 -0.575 -0.293 2.049 -0.082 -0.48
N -0.177 -0.722 -1.704 0.255 -0.016 0.321 -0.45
O -2.430 -0.857 -0.872 0.748 -0.006 0.524 -0.56
H -2.629 0.089 -0.884 0.091 0.083 -0.064 0.32
H -0.455 -1.242 -2.532 -0.014 0.163 0.118 0.24
H -0.135 0.274 -1.910 -0.203 -0.058 0.006 0.23
H -0.910 -2.038 -0.295 0.068 0.321 0.507 0.42
H 0.607 -0.965 0.568 1.452 1.177 1.994 0.36
C 2.113 0.485 0.585 -0.207 -0.038 -0.123 -0.76
N 0.939 -0.150 1.205 -0.159 -1.416 -2.323 -0.30
C -0.680 0.515 0.683 -1.642 -2.916 -0.303 -0.15
N -0.773 1.681 0.197 0.151 0.295 -1.069 -0.70
H 1.108 -0.389 2.182 -0.383 -0.029 -0.287 0.28
H -1.533 2.250 0.559 0.489 -0.024 0.412 0.24
H -1.185 0.118 1.561 -0.413 0.267 0.125 0.41
H 1.893 0.635 -0.472 -0.012 0.027 0.109 0.24
H 2.284 1.457 1.043 0.079 -0.040 0.031 0.32
H 2.992 -0.159 0.662 -0.005 0.163 0.104 0.33
```
Forces are in eV/Å.